# C9H23Ba2CuNO6P

A molecular structure, C9H23Ba2CuNO6P at a distorted geometry (the ωB97M-V functional and the def2-TZVPD basis, the OMol25 dataset).

Each line ends with the Löwdin charge.
Element x y z (Å)
Cu  2.471  3.023  -0.638  0.72
Ba  -0.285  4.689  -2.304  1.94
Ba  -0.594  3.292  1.652  1.92
O  0.361  2.632  -0.903  -0.79
H  -0.030  1.781  -1.156  -0.05
C  -1.147  2.048  -5.128  -0.30
O  -0.328  2.430  -4.247  -0.20
N  -2.189  1.277  -4.878  -0.15
C  -3.209  1.072  -5.957  0.03
C  -2.405  0.628  -3.599  -0.02
H  -1.134  2.371  -6.176  0.16
H  -3.775  0.157  -5.822  0.11
H  -2.642  0.894  -6.872  0.11
H  -3.816  1.966  -6.037  0.10
H  -2.571  1.333  -2.770  0.07
H  -3.305  0.024  -3.654  0.10
H  -1.543  0.018  -3.331  0.10
C  3.086  1.032  4.530  -0.07
C  2.930  -0.462  4.279  -0.20
O  1.550  -0.883  4.096  -0.15
P  0.709  -0.590  2.787  0.40
O  0.540  0.867  2.509  -0.46
O  -0.627  -1.351  3.084  -0.17
C  -0.721  -2.794  3.336  -0.19
C  -1.190  -3.557  2.105  -0.05
O  1.490  -1.440  1.668  -0.15
C  1.710  -0.982  0.337  -0.23
C  0.405  -0.837  -0.458  -0.05
H  2.777  1.580  3.629  0.04
H  2.490  1.377  5.373  0.09
H  4.135  1.315  4.617  0.10
H  3.490  -0.694  3.371  0.12
H  3.272  -1.037  5.134  0.14
H  0.287  -3.103  3.617  0.12
H  -1.419  -2.887  4.164  0.14
H  -0.341  -3.627  1.421  0.07
H  -1.447  -4.576  2.388  0.10
H  -2.026  -3.087  1.591  0.08
H  2.344  -0.082  0.411  0.10
H  2.392  -1.665  -0.170  0.14
H  0.025  -1.763  -0.871  0.10
H  -0.286  -0.251  0.160  0.05
H  0.567  -0.136  -1.293  0.06

Calculated values
**HOMO-LUMO gap**: 5.01 eV
**Charge**: +4
**Energy relative to the best compared isomer or geometry (same formula, charge and spin)**: 0.000 eV
**Calculated total energy**: -78760.17698 eV
**Largest force on an atom**: 0.0759 hartree/bohr
**LUMO**: -15.1 eV

# C13H10Cl5N4NdS2

A molecular structure, C13H10Cl5N4NdS2 at a distorted geometry (the ωB97M-V functional and the def2-TZVPD basis, the OMol25 dataset).

Each line ends with the Löwdin spin population.
Element x y z (Å)
Nd  -0.127  0.485  0.382  3.03
N  -0.582  -1.921  -0.680  0.00
C  -1.280  -1.943  -1.982  0.00
C  -0.476  -1.193  -3.051  0.00
C  -0.686  0.326  -3.079  0.00
N  0.238  1.007  -2.153  0.00
H  0.285  -2.458  -0.782  0.00
H  -1.154  -2.429  0.000  0.00
H  -2.263  -1.483  -1.854  0.00
H  -1.427  -2.978  -2.320  0.00
H  -0.753  -1.597  -4.025  0.00
H  0.588  -1.399  -2.893  0.00
H  -1.712  0.568  -2.774  0.00
H  -0.545  0.686  -4.107  0.00
H  -0.016  2.004  -2.131  0.00
H  1.184  0.967  -2.543  0.00
Cl  2.885  -0.526  -0.223  0.00
C  2.597  -1.081  1.402  0.00
C  1.319  -0.791  1.869  -0.01
C  1.036  -1.237  3.158  0.00
Cl  -0.586  -0.867  3.678  0.00
C  1.944  -1.932  3.946  0.00
Cl  1.537  -2.472  5.524  0.00
C  3.214  -2.191  3.420  0.00
Cl  4.360  -3.058  4.354  0.00
C  3.557  -1.763  2.134  0.00
Cl  5.117  -2.098  1.493  0.00
S  0.263  3.148  0.393  -0.01
C  -1.431  3.617  0.430  0.00
C  -1.577  4.991  0.703  0.00
N  -1.601  6.119  0.918  0.00
C  -2.558  2.859  0.229  0.00
S  -2.697  1.146  -0.132  -0.01
C  -3.804  3.509  0.315  0.00
N  -4.847  3.986  0.377  0.00

Calculated values
**2S+1**: 4
**HOMO-LUMO gap (alpha / beta)**: 7.43 / 7.53 eV
**⟨S²⟩**: 3.754
**Charge**: 0
**Energy relative to the best compared isomer or geometry (same formula, charge and spin)**: 0.328 eV
**Calculated total energy**: -119163.90100 eV
**Largest force on an atom**: 0.0288 hartree/bohr
**LUMO (alpha / beta)**: -0.6 / -0.5 eV

# C4H5NO2

A single C4H5NO2 molecule at a distorted geometry (the ωB97M-V functional and the def2-TZVPD basis, the OMol25 dataset).

Each line ends with the natural charge from an NBO analysis.
Element x y z (Å)
O  -0.503  -1.963  -0.149  -0.48
C  -1.442  -1.131  -0.141  0.17
C  -1.151  0.297  -0.123  0.50
O  -1.872  1.267  -0.316  -0.60
N  0.181  0.389  0.271  -0.47
C  0.955  1.484  0.124  -0.23
C  0.993  -0.728  0.083  0.10
H  -2.480  -1.465  -0.053  0.19
H  1.845  1.593  0.727  0.19
H  0.554  2.294  -0.475  0.21
H  1.434  -0.868  -0.896  0.20
H  1.486  -1.169  0.947  0.21

Calculated values
**HOMO-LUMO gap (alpha / beta)**: 6.71 / 7.72 eV
**Charge**: 0
**Energy relative to the best compared isomer or geometry (same formula, charge and spin)**: 4.823 eV
**Calculated total energy**: -9809.49175 eV
**Largest force on an atom**: 0.0405 hartree/bohr
**LUMO (alpha / beta)**: -0.6 / 0.0 eV

> Among the records above, which one has the lowest largest force on an atom?

C13H10Cl5N4NdS2

Please write out number 2 again, unchanged.
# C13H10Cl5N4NdS2

A molecular structure, C13H10Cl5N4NdS2 at a distorted geometry (the ωB97M-V functional and the def2-TZVPD basis, the OMol25 dataset).

Each line ends with the Löwdin spin population.
Element x y z (Å)
Nd  -0.127  0.485  0.382  3.03
N  -0.582  -1.921  -0.680  0.00
C  -1.280  -1.943  -1.982  0.00
C  -0.476  -1.193  -3.051  0.00
C  -0.686  0.326  -3.079  0.00
N  0.238  1.007  -2.153  0.00
H  0.285  -2.458  -0.782  0.00
H  -1.154  -2.429  0.000  0.00
H  -2.263  -1.483  -1.854  0.00
H  -1.427  -2.978  -2.320  0.00
H  -0.753  -1.597  -4.025  0.00
H  0.588  -1.399  -2.893  0.00
H  -1.712  0.568  -2.774  0.00
H  -0.545  0.686  -4.107  0.00
H  -0.016  2.004  -2.131  0.00
H  1.184  0.967  -2.543  0.00
Cl  2.885  -0.526  -0.223  0.00
C  2.597  -1.081  1.402  0.00
C  1.319  -0.791  1.869  -0.01
C  1.036  -1.237  3.158  0.00
Cl  -0.586  -0.867  3.678  0.00
C  1.944  -1.932  3.946  0.00
Cl  1.537  -2.472  5.524  0.00
C  3.214  -2.191  3.420  0.00
Cl  4.360  -3.058  4.354  0.00
C  3.557  -1.763  2.134  0.00
Cl  5.117  -2.098  1.493  0.00
S  0.263  3.148  0.393  -0.01
C  -1.431  3.617  0.430  0.00
C  -1.577  4.991  0.703  0.00
N  -1.601  6.119  0.918  0.00
C  -2.558  2.859  0.229  0.00
S  -2.697  1.146  -0.132  -0.01
C  -3.804  3.509  0.315  0.00
N  -4.847  3.986  0.377  0.00

Calculated values
**2S+1**: 4
**HOMO-LUMO gap (alpha / beta)**: 7.43 / 7.53 eV
**⟨S²⟩**: 3.754
**Charge**: 0
**Energy relative to the best compared isomer or geometry (same formula, charge and spin)**: 0.328 eV
**Calculated total energy**: -119163.90100 eV
**Largest force on an atom**: 0.0288 hartree/bohr
**LUMO (alpha / beta)**: -0.6 / -0.5 eV

> Among the records above, which one has the highest charge?

C9H23Ba2CuNO6P